(1)
ClPS2 | ωB97M-V with the def2-TZVPD basis set

Lowest unoccupied orbital energy: -0.1027 Ha
Orbital gap: 5.4 eV
Maximum force: 2.9 eV Å⁻¹
Relative energy (zero: lowest compared OMol25 entry of this formula, charge and spin): 70.2 kcal per mole
DFT total energy: -1597.8381 a.u.

The geometry in ORCA input format:
```
! wB97M-V def2-TZVPD RIJCOSX def2/J DEFGRID3
* xyz 0 1
S -1.91254 -0.15073 -0.95901
S 2.41274 -0.16737 -0.66557
P -1.45286 -0.01396 0.89339
Cl 0.95267 0.33207 0.73119
*
```

(2)
CoF8N4O16S8 | ωB97M-V with the def2-TZVPD basis set

Lowest unoccupied orbital energy (spin up / spin down): 0.1536 / 0.1304 Ha
Orbital gap (spin up / spin down): 10.2 / 9.5 eV
Maximum force: 9.3 eV Å⁻¹
Relative energy (zero: lowest compared OMol25 entry of this formula, charge and spin): 41.2 kcal per mole
DFT total energy: -6790.0879 a.u.

The geometry in ORCA input format:
```
! wB97M-V def2-TZVPD RIJCOSX def2/J DEFGRID3
* xyz -2 4
O -0.90374 -3.82835 -2.07201
S 2.87178 -0.93424 -0.76116
F 1.90708 0.98984 2.23322
O 3.45176 -2.16278 -0.28006
O 3.73044 -0.08788 -1.54151
S -1.63173 1.69450 -2.29563
O -0.41875 -0.48516 3.70752
O -2.31802 1.07569 3.82865
O -0.43920 3.01419 2.81570
N -0.31333 1.19434 -1.65926
N 1.81881 -0.18847 0.12709
F -1.59054 -1.58449 -2.38436
F -2.42954 -0.71918 2.35391
O -2.57962 2.94189 1.60680
O 1.17349 1.90517 -3.69291
O 0.74628 -3.95678 0.23244
S -0.37998 -3.19369 0.65429
F 1.82166 -1.41280 -1.86629
O -1.78804 1.37753 -3.67971
F 0.42330 -2.33256 1.79071
O -1.38465 -3.81902 1.46993
S -1.58454 -2.80843 -1.33088
O -2.31847 2.84446 -1.75079
F -0.50985 3.01338 0.49262
F 1.92909 2.18934 -1.50211
O 4.04323 0.84923 1.18871
O -3.01133 -3.03442 -1.15516
O 0.31890 3.75681 -2.43262
S -1.39823 0.31827 3.04049
N -0.81851 -1.92156 -0.13056
S 2.87723 0.02598 1.39878
Co -0.14335 0.03523 -0.03440
S -1.25642 2.43312 1.77169
S 0.66525 2.37959 -2.43594
O 2.97150 -1.08103 2.31991
N -0.99932 0.93244 1.48926
F -2.53265 0.57980 -1.51635
*
```

(3)
Cr2F4H24O16P2 | ωB97M-V with the def2-TZVPD basis set

Lowest unoccupied orbital energy (spin up / spin down): -0.6597 / -0.5910 Ha
Orbital gap (spin up / spin down): 3.5 / 5.3 eV
Maximum force: 5.9 eV Å⁻¹
Relative energy (zero: lowest compared OMol25 entry of this formula, charge and spin): 61.4 kcal per mole
DFT total energy: -4387.9974 a.u.

The geometry in ORCA input format:
```
! wB97M-V def2-TZVPD RIJCOSX def2/J DEFGRID3
* xyz 4 7
H 2.73177 0.39570 1.69456
H -3.58310 -0.34243 -0.81691
H -2.73019 -1.45132 1.35336
H 1.95694 2.24225 -1.75515
H 2.95225 -2.57849 0.40254
O 0.48741 -2.09592 -2.69920
H -1.53227 -0.32945 3.07535
H 2.27281 2.62170 1.67503
H -4.09978 -2.13025 1.21160
P 0.03115 -0.43565 0.32377
H -2.31595 3.07388 0.05025
O 2.99366 -1.00385 -1.16189
H 3.10909 -4.12576 0.38081
O 1.63348 3.20287 2.12091
F -0.03901 -1.38807 -4.98469
O 0.21434 3.50903 -0.33648
H -4.73025 1.02198 1.52309
O 1.25317 2.28871 -2.42071
F 1.21520 -0.02741 1.26836
H -2.77131 -0.98596 -1.94289
H 0.36269 -3.74192 1.44804
H 3.45844 -0.94030 -2.00772
O -1.51889 0.31209 3.79414
O 3.39452 1.08077 1.50528
H -0.11964 4.41943 -0.31707
P 0.40838 -0.86876 -3.59621
H 0.67581 3.39806 0.52227
O -3.77520 1.02843 1.36524
H 3.13097 -0.13981 -0.74583
H -0.57339 -4.87208 0.95968
O 0.27488 -1.77619 -0.26695
O 2.55822 -3.39272 0.03970
O -3.30789 -2.10711 1.76106
H 4.19722 0.79591 1.96463
H -2.57647 1.55274 0.09482
H 1.80587 3.07386 3.06132
H -1.32055 1.16076 3.37958
O -0.05615 0.66383 -0.68191
O -2.13107 2.25428 -0.43631
O -0.02207 -4.12840 0.64572
O -2.73237 -0.28811 -1.27721
Cr 0.92716 -3.44031 -1.22000
F 1.90209 -0.52635 -3.81049
O -0.31077 0.39863 -3.21157
H -3.38775 0.79892 2.22516
F -1.25583 -0.57530 1.20475
Cr -0.76865 2.01500 -2.08601
H 1.71101 2.38309 -3.27586
*
```

(4)
CrIO8S2 | ωB97M-V with the def2-TZVPD basis set

Lowest unoccupied orbital energy (spin up / spin down): 0.2426 / 0.2369 Ha
Orbital gap (spin up / spin down): 4.5 / 4.4 eV
Maximum force: 5.0 eV Å⁻¹
DFT total energy: -2740.4157 a.u.

The geometry in ORCA input format:
```
! wB97M-V def2-TZVPD RIJCOSX def2/J DEFGRID3
* xyz -3 5
O -2.27607 1.63004 -1.42282
O 0.12979 0.95753 -1.30026
O -0.55784 -1.34911 2.24750
O 1.14006 -0.53025 3.62485
S -1.21581 0.78135 -1.97840
S 0.50496 -0.33520 2.33689
Cr 1.84240 0.30931 -0.50550
I 1.49565 -2.48406 -1.35626
O -1.14854 0.94687 -3.43132
O -1.60408 -0.60615 -1.66996
O 1.62587 -0.37024 1.28831
O 0.06362 1.04990 2.16696
*
```

(5)
CsO4S | ωB97M-V with the def2-TZVPD basis set

Lowest unoccupied orbital energy: 0.0715 Ha
Orbital gap: 5.6 eV
Maximum force: 7.1 eV Å⁻¹
Relative energy (zero: lowest compared OMol25 entry of this formula, charge and spin): 27.8 kcal per mole
DFT total energy: -719.3174 a.u.

The geometry in ORCA input format:
```
! wB97M-V def2-TZVPD RIJCOSX def2/J DEFGRID3
* xyz -1 1
O -8.80419 1.24151 -6.70928
S -9.97082 2.12113 -6.39767
O -10.29174 3.06567 -7.49021
O -11.10402 1.21518 -6.24644
Cs -10.33378 -0.72126 -6.75987
O -9.67514 2.95425 -5.22505
*
```

(6)
CuFI | ωB97M-V with the def2-TZVPD basis set

Lowest unoccupied orbital energy (spin up / spin down): -0.0522 / -0.1703 Ha
Orbital gap (spin up / spin down): 8.3 / 5.0 eV
Maximum force: 2.7 eV Å⁻¹
Relative energy (zero: lowest compared OMol25 entry of this formula, charge and spin): 43.0 kcal per mole
DFT total energy: -2037.9378 a.u.

The geometry in ORCA input format:
```
! wB97M-V def2-TZVPD RIJCOSX def2/J DEFGRID3
* xyz 0 2
F -1.76170 0.02073 -1.32130
Cu -0.05886 0.93049 0.03536
I 1.82057 -0.95121 1.28594
*
```

(7)
CuIZn2 | ωB97M-V with the def2-TZVPD basis set

Lowest unoccupied orbital energy (spin up / spin down): -1.1182 / -1.2271 Ha
Orbital gap (spin up / spin down): 11.0 / 7.9 eV
Maximum force: 3.7 eV Å⁻¹
Relative energy (zero: lowest compared OMol25 entry of this formula, charge and spin): 0.0 kcal per mole
DFT total energy: -5492.4883 a.u.

The geometry in ORCA input format:
```
! wB97M-V def2-TZVPD RIJCOSX def2/J DEFGRID3
* xyz 6 3
Cu 1.87014 -20.47702 12.93944
Zn -0.60340 -18.95894 16.41309
Zn 3.05987 -22.20597 17.63646
I 1.11977 -21.01645 15.75960
*
```

(8)
CuN6O18 | ωB97M-V with the def2-TZVPD basis set

Lowest unoccupied orbital energy (spin up / spin down): 0.2389 / 0.1157 Ha
Orbital gap (spin up / spin down): 5.5 / 2.0 eV
Maximum force: 10.8 eV Å⁻¹
Relative energy (zero: lowest compared OMol25 entry of this formula, charge and spin): 107.5 kcal per mole
DFT total energy: -3322.2255 a.u.

The geometry in ORCA input format:
```
! wB97M-V def2-TZVPD RIJCOSX def2/J DEFGRID3
* xyz -4 2
O 2.80498 -1.40709 2.06633
O 0.38015 -2.59880 -3.19185
N -2.69760 2.46454 -3.24172
Cu -0.00713 -0.19239 -0.15198
N -2.60285 -3.64298 2.21957
O -2.65053 -4.36239 1.25538
N 0.02285 -3.67971 -3.84274
O 4.17416 3.49384 0.27928
O 4.44269 -2.26549 2.61676
O 3.03663 -1.92802 4.06201
N 3.46682 -1.72883 2.97150
O 0.83195 -4.41591 -4.40188
O -1.36998 4.75691 3.01323
O -1.80641 2.86075 2.29518
O -2.29608 -2.48621 1.89173
N -2.26707 3.83041 2.81512
O -3.54716 3.87460 2.96836
O -2.69537 -4.00968 3.36583
O 4.91694 3.00775 -1.51683
O -2.02164 2.56497 -4.31422
O -2.35368 1.50698 -2.38817
N 3.94230 2.97901 -0.77417
O -1.04067 -4.02661 -3.98791
O -3.69345 3.13299 -2.93818
O 3.03014 2.27135 -1.07063
*
```

(9)
F16KN2O8P2S4 | ωB97M-V with the def2-TZVPD basis set

Lowest unoccupied orbital energy: 0.2335 Ha
Orbital gap: 9.2 eV
Maximum force: 7.6 eV Å⁻¹
DFT total energy: -5185.2849 a.u.

The geometry in ORCA input format:
```
! wB97M-V def2-TZVPD RIJCOSX def2/J DEFGRID3
* xyz -3 1
S -2.04602 -2.10648 2.58002
F -2.46402 -1.31581 -3.54333
K -0.16076 0.16331 0.23438
F -2.83488 0.50419 -0.88375
F -1.83741 -1.47199 -1.35741
F 2.79203 -1.06213 -0.39000
S -0.38955 -0.85659 3.96103
F 0.53644 0.46748 3.84341
F 0.21963 3.03396 2.00320
F 1.81031 -3.10756 -0.55633
F 3.14691 -1.10612 -2.70860
O 2.25084 4.01144 1.25233
S 1.77444 2.98539 -1.28905
N 0.52367 2.77727 -0.43968
N -1.03171 -0.74854 2.52035
F 2.18988 -3.19283 -2.78598
F -4.11886 -1.01771 -1.96255
S 0.89598 3.83864 0.79946
F 1.07800 -1.31099 -1.79319
P 2.49337 -2.09436 -1.61088
F 1.22371 2.17993 -2.59971
P -2.65648 -0.37636 -2.25582
O 2.90751 2.15953 -1.02709
O 0.03218 4.99597 0.66515
O -1.42042 -3.34610 2.95397
O 1.96199 4.29566 -1.85372
F -3.35100 0.78335 -3.13357
F 3.94983 -2.78423 -1.39211
F -1.22740 0.35769 -2.47844
F -2.20888 -2.30625 1.01773
O 0.61456 -1.86693 4.11395
O -1.27646 -0.57731 5.05743
O -3.37742 -1.90549 3.05880
*
```

(10)
F20KN10Na3O40S20 | ωB97M-V with the def2-TZVPD basis set

Lowest unoccupied orbital energy: 0.2657 Ha
Orbital gap: 4.6 eV
Maximum force: 8.6 eV Å⁻¹
DFT total energy: -14604.7005 a.u.

The geometry in ORCA input format:
```
! wB97M-V def2-TZVPD RIJCOSX def2/J DEFGRID3
* xyz -6 1
F -0.80512 -24.42568 5.91646
O -3.03243 -10.56955 9.50497
O -2.92093 -12.53669 10.99596
O 0.01621 -23.52074 15.45780
F 1.05166 -20.91908 6.50137
S -3.29286 -13.60166 8.32409
S 3.02936 -19.72096 11.68271
F -4.02324 -14.29676 7.06952
S -2.26365 -17.02289 12.08303
O -1.12513 -17.22234 11.24877
S -0.54537 -20.44502 9.25196
F -3.49799 -22.35626 9.22471
S -5.76299 -24.13041 6.79759
S 2.11765 -26.24136 7.38627
N -1.06009 -22.16382 13.54140
S 0.85761 -20.93838 4.86977
O 3.97534 -15.67553 5.25580
O 1.20786 -14.87377 5.20040
F 0.97251 -20.97682 9.44309
F 4.39207 -17.32722 6.95767
N -4.48871 -12.70856 8.80638
S 0.35200 -22.59246 14.41650
N -5.11240 -22.73799 7.65921
S -0.98445 -23.18008 12.41539
O 5.84312 -20.95018 12.15062
O -1.50682 -18.51620 6.40727
O 3.04815 -21.11484 11.38341
O -1.36612 -15.18952 14.14850
F 6.38976 -18.72409 12.86097
S 0.24576 -24.72930 7.08638
S -1.54523 -18.58740 7.85035
O 0.86022 -23.50861 7.54518
O 5.51662 -19.01592 10.65341
O -5.05467 -17.16784 8.17202
N -2.16504 -17.76400 13.48297
O -2.81602 -23.68315 7.35848
O 2.75033 -18.81027 10.59523
O 0.08102 -22.96410 11.48757
S 2.81751 -20.03982 3.88784
S 1.61779 -14.90998 6.59331
K -0.31663 -17.44666 3.98417
F -7.85231 -20.13301 5.96613
O -0.99023 -20.26218 10.61048
O -3.09574 -15.83478 11.95237
N 2.10913 -16.29238 6.99138
S -1.02566 -16.58978 14.01640
O -2.88593 -14.76838 9.08858
F -3.20229 -18.20287 11.50653
S -6.31343 -17.72262 8.52143
O -2.27679 -12.84926 7.61608
N -6.64528 -19.33000 7.92016
O -2.83039 -18.93069 8.39011
N 1.68026 -19.43052 4.75136
O 1.62841 -22.60732 13.78049
F -2.29865 -22.67822 11.65542
Na 1.46183 -16.85248 9.36749
F 1.70808 -19.59855 12.55541
O 4.54072 -15.08669 7.60757
F -1.09657 -17.03385 15.56341
O -7.58165 -17.87279 6.07525
F 0.37745 -21.16851 15.18646
O -9.17663 -18.84655 7.63360
F 3.37657 -18.54718 3.42154
O 0.35858 -16.86042 13.70208
F -6.05312 -18.21323 10.01640
O 2.20107 -13.71385 7.14649
Na 1.56672 -18.52902 6.81621
F -1.35613 -17.10948 8.41154
O -1.15724 -21.43174 8.36957
O 1.46578 -22.20795 4.59610
O -4.22705 -24.61471 9.16526
F -7.09849 -23.32803 6.37467
F 0.25200 -15.00224 7.39759
N 1.19812 -25.53366 6.19370
S -7.86908 -18.91000 7.05070
O 2.56668 -20.58042 2.54997
O -1.39841 -24.55867 12.65803
O -7.41784 -16.82576 8.77138
Na -2.05091 -20.03166 13.06550
S -3.60731 -11.80392 9.96367
S -3.93460 -23.54311 8.25141
O 3.54520 -26.09279 7.14493
O 1.73584 -26.46297 8.75022
F -4.99745 -11.32895 10.64735
F 1.81066 -27.72273 6.75262
S 5.36656 -19.61132 11.93879
O 3.92747 -20.53179 4.63805
N 4.00659 -19.21648 12.74707
O -6.48754 -25.12353 7.56786
O -0.58958 -25.48010 7.98683
O -5.09152 -24.49547 5.59301
O -0.56681 -20.96068 4.66403
N -0.07220 -19.13217 8.53170
S 3.75229 -15.86107 6.66549
*
```